# C5H9N

A single C5H9N molecule at a distorted geometry (wB97M-V/def2-TZVPD, the Open Molecules 2025 dataset).

The energy above the lowest of the compared OMol25 structures with the same formula, charge and spin is 34.32 kcal per mole. The orbital gap is 8.7 eV. As for the energy: -6819.507 eV. Its SMILES is C/C=C/C=C/N.

Last column: Löwdin charge in e.
CARTESIAN COORDINATES (ANGSTROEM)
1 N 1.21877 -2.80703 -1.31640  0.03
2 C 0.41473 -1.68807 -1.14926  -0.23
3 C 0.51112 -0.73725 -0.22210  -0.13
4 C -0.33173 0.46227 -0.15723  -0.14
5 C -0.38479 1.17216 0.97056  -0.18
6 C -0.92676 2.54401 1.24662  -0.11
7 H 1.52461 -3.45504 -0.61065  0.08
8 H 1.04114 -3.34559 -2.14756  0.07
9 H -0.42127 -1.72655 -1.81565  0.11
10 H 1.13686 -0.87504 0.65227  0.10
11 H -0.68283 0.93528 -1.07037  0.11
12 H 0.14170 0.78385 1.79778  0.08
13 H -2.00669 2.59695 1.08608  0.07
14 H -0.61286 2.86079 2.23369  0.06
15 H -0.62198 3.27927 0.50222  0.07

# C5H9N

A single C5H9N molecule at a distorted geometry (wB97M-V/def2-TZVPD, the Open Molecules 2025 dataset).

The energy above the lowest of the compared OMol25 structures with the same formula, charge and spin is 59.43 kcal per mole. The orbital gap is 10.5 eV. As for the energy: -6818.418 eV. Its SMILES is C1CC1N1CC1.

Last column: Löwdin charge in e.
CARTESIAN COORDINATES (ANGSTROEM)
1 C -1.36350 -0.64753 -1.15699  -0.12
2 C -0.07557 -1.44826 -1.14788  -0.13
3 C -0.32299 -0.43723 -0.05877  -0.37
4 C 1.42693 0.79760 0.98133  -0.16
5 C 0.28590 1.66269 1.16805  -0.10
6 H -2.26810 -1.21214 -0.95133  0.09
7 H -1.44669 0.15685 -1.89499  0.10
8 H 0.68264 -1.35633 -1.96460  0.11
9 H -0.28159 -2.54114 -0.83224  0.12
10 H -0.64038 -0.93594 0.89661  0.15
11 H 1.38048 -0.08505 1.55546  0.09
12 H 2.37893 1.18629 0.70883  0.10
13 H 0.34057 2.68099 0.86943  0.09
14 H -0.50943 1.41517 1.85141  0.10
15 N 0.41282 0.76403 -0.02434  -0.08